Arrangement i

24
Properties=species:S:1:pos:R:3 method="wB97M-V/def2-TZVPD" lumo_ev=0.703 homo_energy_ev=-8.95 charge=0 gap_ev=9.652
C 0.716 1.835 -0.757
C 0.079 0.467 -0.721
O -0.061 -0.218 -1.726
C -1.238 0.368 0.465
C -2.255 1.389 -0.019
C -1.822 -1.038 0.469
H 0.094 2.506 -1.351
H 1.689 1.751 -1.246
H 0.853 2.226 0.250
H -0.884 0.651 1.462
H -1.908 2.412 0.143
H -3.202 1.278 0.518
H -2.454 1.263 -1.087
H -1.182 -1.734 1.019
H -2.809 -1.060 0.940
H -1.932 -1.414 -0.553
H 3.572 -0.398 0.979
N 2.639 0.022 1.070
C 1.742 -0.711 0.546
C 1.926 -2.034 -0.106
H 0.540 -0.240 0.650
H 2.823 -2.095 -0.730
H 1.947 -2.892 0.571
H 1.126 -2.337 -0.784

***

Arrangement ii

24
Properties=species:S:1:pos:R:3 method="wB97M-V/def2-TZVPD" lumo_ev=0.764 homo_energy_ev=-9.15 charge=0 gap_ev=9.910 smiles="CC(C)(N)C(C)(C)C=O"
C 0.937 1.766 0.080
C 0.744 0.272 -0.224
C 0.986 0.047 -1.725
N 1.869 -0.469 0.492
C -0.621 -0.307 0.291
C -1.782 0.701 0.274
C -1.073 -1.573 -0.465
C -0.391 -0.720 1.777
O -0.129 0.065 2.685
H 0.805 1.986 1.143
H 1.942 2.101 -0.203
H 0.222 2.375 -0.485
H 1.935 0.494 -2.044
H 0.187 0.501 -2.321
H 1.035 -1.017 -1.984
H 1.833 -1.478 0.385
H 2.010 -0.137 1.449
H -1.950 1.101 -0.731
H -2.710 0.228 0.614
H -1.604 1.541 0.954
H -1.898 -2.072 0.056
H -1.420 -1.328 -1.476
H -0.268 -2.310 -0.550
H -0.661 -1.767 2.009

***

The most stable arrangement is arrangement ii, and the next structure is 2.197 eV less stable.

***

Arrangement i

9
Properties=species:S:1:pos:R:3 method="wB97M-V/def2-TZVPD" lumo_ev=-0.545 homo_energy_ev=-8.70 charge=0 gap_ev=8.155 smiles="[H]/P=[Si](/P)Br.Br"
H 2.634 -0.230 -2.520
P 1.925 0.832 -1.961
Si 1.230 -0.260 -0.295
P -0.281 0.396 1.214
Br 1.709 -2.380 0.326
H 0.682 0.762 2.140
H -0.343 1.667 0.675
Br -4.155 -0.819 -0.202
H -3.402 0.033 0.623

***

Arrangement ii

9
Properties=species:S:1:pos:R:3 method="wB97M-V/def2-TZVPD" lumo_ev="-2.087 / -1.634" homo_energy_ev="-8.93 / -8.33" charge=0 gap_ev="6.841 / 6.698"
Si -1.276 0.403 -0.707
P 2.132 -1.653 -0.688
P 0.543 0.774 0.655
Br -2.764 -0.826 0.563
Br -2.599 2.263 -1.321
H 2.322 -1.667 0.644
H 1.416 -2.768 -0.399
H 0.791 2.012 -0.004
H -0.565 1.461 1.257

***

The most stable arrangement is arrangement i, and the next structure is 1.185 eV less stable.